{
  "formula": "C4H7FS",
  "method": "the ωB97M-V functional and the def2-TZVPD basis",
  "species": ["H", "H", "C", "C", "H", "H", "C", "H", "S", "C", "H", "F", "H"],
  "xyz": [[-2.619055, -0.298941, -0.390500], [1.189544, -0.806641, -1.667470], [1.881611, -0.289721, 0.432865], [0.323709, -0.274662, 0.396700], [2.132344, -0.883984, 1.345991], [-1.992924, 0.229572, 1.145154], [-0.567141, 0.271272, -0.382039], [2.221853, 0.783706, 0.477384], [2.432510, -0.802630, -1.197769], [-2.024277, 0.414704, 0.037567], [-0.080082, -0.686124, 1.382559], [-2.610221, 1.627507, -0.257507], [-0.287869, 0.715943, -1.322934]],
  "forces_ev_per_a": [[-1.555, -1.939, -1.241], [0.060, -0.218, -0.392], [-1.918, 1.230, -0.114], [0.959, -0.698, 3.800], [0.459, 0.412, -1.210], [-0.531, 0.472, -0.833], [-0.964, 1.223, -0.949], [-0.309, -1.150, 0.708], [0.772, -0.693, -0.361], [2.087, 0.308, 2.134], [0.421, 0.562, -1.250], [0.492, 0.279, 0.051], [0.028, 0.212, -0.343]],
  "total_charge": 0,
  "gap_ha": 0.3739,
  "spin_multiplicity": 1,
  "smiles": "FC/C=C/CS",
  "e_homo_ha": -0.33832,
  "e_lumo_ev": 0.97,
  "e_above_lowest_kj_mol": 179.0,
  "mol_weight_g_mol": 106.16
}



{
  "formula": "C20H29N5O3",
  "method": "the ωB97M-V functional and the def2-TZVPD basis",
  "species": ["H", "C", "C", "O", "C", "H", "C", "H", "H", "N", "C", "H", "H", "C", "H", "C", "H", "C", "H", "N", "O", "C", "H", "H", "H", "H", "C", "H", "C", "H", "N", "H", "C", "O", "H", "H", "H", "H", "C", "N", "N", "C", "C", "H", "C", "H", "C", "H", "C", "C", "C", "H", "H", "H", "H", "H", "H"],
  "xyz": [[-1.021037, 5.165298, -0.281321], [1.341796, 3.418729, -2.416870], [0.285852, 1.695393, -3.566829], [-0.342594, -1.811839, -0.756377], [0.228471, -1.450760, 0.269812], [-2.215309, -3.173947, 0.824313], [-0.316055, -2.202905, 2.660872], [-3.234744, -5.200684, 0.580947], [-3.488523, -4.204623, 3.292449], [-0.682075, 3.096703, 0.021406], [-2.856556, -4.302143, 2.410166], [-1.429161, 4.616906, 1.210809], [2.621441, 3.888535, -0.780368], [1.200475, 6.222378, -2.916305], [-2.325273, -1.676840, 3.472760], [0.532782, 5.401027, -3.788346], [-2.731909, -6.098180, 1.770684], [0.939967, -4.905881, 0.992590], [2.751425, 6.347952, -1.330871], [0.730074, -0.264935, 0.468273], [0.497050, -5.926683, 0.538227], [0.335397, 2.199499, 0.342355], [1.592086, -0.051210, -1.911171], [2.222830, -4.613162, 2.771550], [-0.604549, 2.882569, -4.981753], [-0.428379, 0.834031, -1.048802], [2.219061, -4.883967, 1.635795], [-1.911006, -4.493997, 2.851387], [-2.648627, -2.982644, 1.753506], [-1.947426, -0.973842, 2.064208], [0.224332, -3.848358, 0.888868], [0.189839, -1.220826, 2.990440], [1.514299, 0.955718, -1.463455], [0.993801, 2.343170, 1.366488], [1.108810, 7.274934, -3.024451], [0.053086, 0.695789, -3.877372], [-0.565739, -3.954771, 0.182884], [1.283746, -0.145566, 1.358761], [0.474586, -2.506225, 1.371406], [-0.059204, 2.883587, -4.162605], [-3.325381, -5.378127, 1.513030], [0.484250, 0.898779, -0.421946], [-1.864652, -1.980109, 2.578508], [2.541446, -5.954025, 1.379348], [0.592477, 3.959963, -3.542190], [2.818865, -4.095178, 1.226280], [2.097420, 4.306355, -1.631299], [1.514451, -2.319545, 1.644813], [1.116339, 1.972896, -2.518022], [2.036549, 5.701299, -1.885044], [-0.630827, 4.512949, 0.473627], [0.075439, -2.942688, 3.416833], [-1.259848, 2.918386, -0.760746], [2.548763, 1.205949, -1.114820], [0.005531, 5.855447, -4.603404], [0.341349, 4.856581, 0.978158], [-3.625217, -2.547190, 1.482810]],
  "forces_ev_per_a": [[0.637, 0.328, -0.957], [-1.360, 0.059, -2.525], [1.292, 1.068, 1.272], [-0.250, 0.540, 0.091], [-1.069, -3.164, -1.289], [1.039, 0.046, -1.529], [1.126, 1.206, 1.412], [0.501, 0.820, -2.906], [-0.546, 0.030, -0.112], [2.315, 0.060, 0.615], [-0.649, 0.146, 0.085], [0.252, -0.025, 0.573], [0.368, 0.271, -0.038], [1.011, -1.126, 0.771], [-0.391, -0.486, 1.754], [0.000, -2.353, 0.684], [0.954, -2.226, -0.110], [-0.108, -1.316, 0.432], [-0.992, -0.346, -0.299], [0.995, 2.838, 1.961], [-0.551, -2.648, -1.102], [-1.112, 0.413, 2.005], [-0.093, 0.389, 0.082], [-0.293, -0.946, -1.864], [-0.471, 0.531, -0.884], [-0.003, -0.957, 0.935], [2.065, -1.213, 2.486], [1.254, -0.972, 0.263], [-1.945, 0.876, 0.783], [0.133, -0.965, -0.054], [-3.373, 4.319, -1.910], [-1.091, -1.160, -0.011], [2.522, 0.462, -2.137], [0.310, 0.373, -0.638], [0.130, 0.747, -0.208], [-0.572, 0.043, -0.424], [1.489, 0.396, 1.406], [-1.015, 0.494, -1.590], [-0.507, 0.417, 0.218], [0.732, 0.381, 0.383], [-1.031, 1.151, 3.682], [-1.442, -0.272, 0.214], [1.705, 1.524, -2.612], [0.454, 1.786, 0.942], [0.045, 0.874, 0.574], [0.764, 0.104, -0.553], [-0.611, 1.000, -0.232], [0.225, -0.712, 0.016], [0.443, 0.030, 1.108], [0.453, -1.256, 0.222], [-0.199, -0.631, 1.652], [-0.865, 0.491, -0.607], [-0.221, -0.229, -0.867], [-0.833, -0.207, 0.182], [-0.417, -0.175, -0.310], [-1.359, -0.863, -1.238], [0.152, 0.035, 0.201]],
  "total_charge": 0,
  "gap_ha": 0.3272,
  "spin_multiplicity": 1,
  "smiles": "CNC(=O)[C@@H](Cc1c[nH]c2ccccc12)NC(=O)[C@@H](CCCCN)NC(C)=O",
  "e_homo_ha": -0.30817,
  "e_lumo_ev": 0.52,
  "e_above_lowest_kj_mol": 267.9,
  "mol_weight_g_mol": 387.48
}



{
  "formula": "C2H9N3",
  "method": "the ωB97M-V functional and the def2-TZVPD basis",
  "species": ["H", "H", "N", "C", "H", "H", "H", "C", "H", "N", "H", "H", "N", "H"],
  "xyz": [[-0.596093, 1.221590, -2.529657], [-0.153685, 1.307192, -1.022618], [-2.128247, -0.091354, 0.034130], [-2.122521, 0.601432, -1.210399], [-2.467515, -0.039431, -2.044811], [2.719825, -1.519120, 2.785069], [-1.778833, -1.101295, -0.020987], [2.549747, -1.287349, 1.708997], [2.627997, 0.187346, 0.435149], [-0.625843, 0.662728, -1.689417], [-1.727469, 0.328754, 0.858154], [2.482492, -2.087597, 1.030824], [2.595512, 0.034712, 1.465389], [-2.560040, 1.575462, -1.153429]],
  "forces_ev_per_a": [[-0.584, 0.024, -0.677], [-0.095, -0.639, -0.342], [2.212, -1.948, -1.439], [1.208, -0.935, -1.730], [-0.753, 0.369, 0.873], [-0.544, -0.136, -0.827], [-1.098, 1.310, 0.010], [0.880, 5.331, 1.763], [-0.300, -0.168, 0.630], [0.088, 0.618, 2.357], [-0.490, 0.764, 0.748], [-0.026, -0.789, -1.185], [-0.063, -4.266, -0.437], [-0.435, 0.465, 0.256]],
  "total_charge": 1,
  "s2": 0.76,
  "gap_ha": [0.3489, 0.1420],
  "spin_multiplicity": 2,
  "e_homo_ha": [-0.48904, -0.48896],
  "e_lumo_ev": [-3.81, -9.44],
  "e_above_lowest_kj_mol": 199.6,
  "mol_weight_g_mol": 75.11
}



{
  "formula": "C2H12NO2",
  "method": "the ωB97M-V functional and the def2-TZVPD basis",
  "species": ["H", "N", "H", "C", "C", "H", "H", "H", "H", "H", "H", "O", "H", "O", "H", "H", "H"],
  "xyz": [[1.210273, -0.684552, 3.129905], [0.386236, 0.950859, 0.270440], [0.732328, 1.896138, 0.400533], [-0.921205, 0.941851, -0.530097], [1.539492, 0.236596, -0.413302], [2.325189, 0.937779, -0.684640], [1.207251, -0.153372, -1.375850], [-1.407543, 0.004118, -0.299807], [-1.501374, 1.821455, -0.260198], [-0.242639, -0.149879, 3.416791], [0.246033, 0.446100, 1.168679], [-1.687188, -1.961437, -1.912803], [1.900791, -0.574427, 0.206297], [0.540472, -0.050089, 2.853308], [-1.463622, -2.158513, -2.875652], [-2.339377, -2.654128, -1.570596], [-0.525117, 1.151499, -1.523005]],
  "forces_ev_per_a": [[-0.127, -0.031, 0.323], [0.075, -0.876, -0.671], [-0.457, 0.216, 0.581], [2.001, 1.304, 0.424], [-0.345, -0.027, -0.733], [0.065, 0.055, 0.460], [-0.178, -0.162, 0.172], [-0.170, 0.047, -0.403], [-0.241, -0.285, 0.322], [0.475, -0.101, 0.111], [0.268, 0.750, 0.493], [-0.141, -0.371, -0.124], [0.123, 0.083, 0.128], [-0.451, 0.058, -0.497], [-0.086, -0.059, -0.047], [0.016, 0.027, -0.129], [-0.828, -0.628, -0.412]],
  "total_charge": 2,
  "s2": 0.75,
  "gap_ha": [0.3738, 0.1019],
  "spin_multiplicity": 2,
  "e_homo_ha": [-0.70020, -0.70007],
  "e_lumo_ev": [-8.88, -16.28],
  "e_above_lowest_kj_mol": 50.0,
  "mol_weight_g_mol": 82.12
}



{
  "formula": "C4H9O",
  "method": "the ωB97M-V functional and the def2-TZVPD basis",
  "species": ["H", "C", "H", "H", "H", "H", "C", "C", "H", "H", "O", "H", "C", "H"],
  "xyz": [[-2.630936, 2.902747, 0.187101], [-2.158079, 2.231936, -0.526063], [2.975482, -2.603031, 0.838525], [-0.116458, 0.749519, -1.831999], [-1.091632, -0.603261, -1.198320], [1.284614, -2.875533, 1.466228], [2.013239, -2.117797, 1.130857], [-0.555271, 0.312615, -0.926731], [0.344517, 0.011354, -0.347071], [2.299924, -1.686324, 2.171938], [1.750214, -1.114699, 0.254704], [-2.376916, 2.414967, -1.571243], [-1.445199, 1.193747, -0.091412], [-1.302235, 0.970273, 0.963326]],
  "forces_ev_per_a": [[-0.165, -0.098, -0.075], [-0.396, -0.209, 0.730], [-0.250, -0.748, 0.162], [-0.661, 0.291, -0.045], [0.229, -0.071, 0.015], [-0.590, -0.325, -0.730], [1.903, 1.967, 1.027], [0.236, -0.181, 0.030], [-0.444, -0.387, 0.037], [-0.122, -0.318, -0.448], [-0.809, -0.577, 0.077], [0.401, 0.054, -0.094], [1.058, 0.233, -0.804], [-0.390, 0.370, 0.118]],
  "total_charge": -1,
  "gap_ha": 0.2235,
  "spin_multiplicity": 1,
  "e_homo_ha": -0.07862,
  "e_lumo_ev": 3.94,
  "e_above_lowest_kj_mol": 117.4,
  "mol_weight_g_mol": 73.11
}



{
  "formula": "C2H10NO3",
  "method": "the ωB97M-V functional and the def2-TZVPD basis",
  "species": ["H", "H", "H", "H", "H", "C", "H", "O", "H", "N", "C", "O", "H", "H", "H", "O"],
  "xyz": [[-1.801768, 1.095628, -1.732240], [1.700442, -0.477511, -0.659867], [-1.225179, 0.242188, -3.138584], [0.997437, 1.121772, -0.588996], [-0.955529, -0.989621, -0.908551], [0.762682, 0.052782, -0.441861], [-0.927133, -2.285393, 1.537126], [-1.378013, -1.673745, 0.973301], [-0.256567, 1.519101, -2.288939], [-0.291487, -0.367931, -1.343963], [-0.889535, 0.638997, -2.178383], [0.479048, -0.072271, 0.930329], [1.633839, 1.484738, 3.047206], [-0.584128, -0.984760, 0.857853], [1.217283, 0.086810, 2.571623], [1.518607, 0.609215, 3.363946]],
  "forces_ev_per_a": [[0.028, -0.235, 0.022], [0.089, -0.321, -0.247], [0.317, 0.076, -0.244], [-0.145, 0.055, -0.679], [-0.009, 0.013, 0.105], [0.657, 0.646, 2.027], [0.146, -0.772, 0.529], [-0.443, 0.100, -0.573], [0.431, -0.322, -0.374], [0.455, 0.156, -0.873], [-1.217, 0.454, 0.794], [-0.108, -0.306, -1.196], [0.000, 0.987, -0.644], [-0.188, 0.344, 0.843], [0.031, 0.771, -0.032], [-0.044, -1.645, 0.541]],
  "total_charge": -1,
  "gap_ha": 0.2877,
  "spin_multiplicity": 1,
  "e_homo_ha": -0.13448,
  "e_lumo_ev": 4.17,
  "e_above_lowest_kj_mol": 72.0,
  "mol_weight_g_mol": 96.11
}